(1)
ORCA calculation (the ωB97M-V functional and the def2-TZVPD basis) on C33H24F5NO2PRuSe as an isolated structure in a non-equilibrium geometry.

Geometry as XYZ:
```
68
Properties=species:S:1:pos:R:3:forces:R:3
Ru 1.44099 0.38185 0.38827 1.0 2.4 -0.3
O 5.11991 1.80898 1.71433 -0.5 0.0 -0.3
C 3.94713 1.51619 1.56921 0.0 0.2 -0.3
O 3.23355 1.54745 0.47341 0.3 -0.7 0.8
C 3.17257 1.09522 2.79990 -0.2 -0.1 0.0
C 3.64326 1.33875 4.07675 0.1 0.0 0.2
C 2.87674 0.94024 5.16117 0.2 0.1 0.0
C 1.67510 0.27987 4.94072 -0.1 0.0 0.1
C 1.28022 0.06174 3.63875 0.3 0.0 -0.3
N 2.00843 0.48321 2.58647 -1.1 -0.5 0.0
H 4.60277 1.82961 4.17909 -0.1 0.0 0.0
H 3.21518 1.13163 6.17327 0.0 0.0 -0.1
H 1.05024 -0.05988 5.76454 0.2 0.1 -0.2
H 0.36441 -0.46365 3.41259 0.0 0.0 -0.1
C -1.66102 1.03930 2.46627 -0.6 0.0 -0.1
C -2.65128 0.46781 1.46591 0.0 0.0 0.1
C -3.93278 0.15128 1.92498 0.1 0.0 0.0
C -4.91869 -0.31025 1.06802 0.0 0.0 0.0
C -4.63987 -0.47224 -0.28224 0.0 0.0 -0.1
C -3.37086 -0.17588 -0.75762 -0.2 0.1 0.1
C -2.36854 0.28620 0.09850 0.0 0.2 0.3
P -0.73045 0.71090 -0.60089 0.5 -0.7 -0.2
C -0.78728 -0.02890 -2.27565 -0.2 -0.1 0.1
C -0.62009 0.79067 -3.38741 0.1 0.0 -0.2
C -0.46431 0.24907 -4.66130 0.0 0.0 0.1
C -0.49138 -1.12501 -4.82413 0.0 0.0 -0.1
C -0.70855 -1.94469 -3.72448 0.0 -0.1 0.0
C -0.86814 -1.42503 -2.44637 0.0 -0.1 0.0
C -1.16923 -2.36950 -1.31201 -0.1 -0.1 -0.2
C -0.80539 2.52084 -0.82953 0.4 -0.2 0.5
C -1.94726 3.23809 -0.50158 -0.3 0.4 0.0
C -1.92660 4.62901 -0.41064 -0.1 -0.3 0.0
C -0.72838 5.31502 -0.60017 0.1 0.0 -0.1
C 0.41360 4.62577 -0.94910 0.0 0.1 0.0
C 0.40128 3.22215 -1.12732 0.2 -0.1 -0.1
C 1.55744 2.57952 -1.63047 -0.1 -0.8 0.8
H -1.88156 2.09374 2.66631 0.0 -0.1 0.0
H -0.64183 0.98791 2.12037 0.3 0.0 -0.2
H -1.71667 0.50320 3.41800 -0.1 0.1 -0.1
H -4.15537 0.27918 2.98182 0.0 0.0 -0.1
H -5.90594 -0.53905 1.45176 0.0 0.0 0.0
H -5.40782 -0.82338 -0.96544 0.1 0.0 0.1
H -3.15408 -0.30411 -1.81175 0.0 0.0 0.1
H -0.59544 1.86646 -3.26114 0.0 -0.1 0.0
H -0.30928 0.90188 -5.51302 0.0 0.0 0.1
H -0.35293 -1.56370 -5.80839 0.0 0.1 0.1
H -0.74943 -3.02269 -3.85920 0.0 0.1 0.0
H -0.89931 -3.39355 -1.57812 0.0 0.1 0.0
H -2.23472 -2.35472 -1.06268 0.1 -0.1 0.0
H -0.63542 -2.09467 -0.41110 0.2 0.1 0.3
H -2.87288 2.71266 -0.29320 0.1 0.0 0.0
H -2.83733 5.16904 -0.16782 0.1 -0.1 0.0
H -0.69553 6.39300 -0.47836 0.0 -0.1 0.0
H 1.34768 5.15425 -1.12418 -0.1 -0.1 0.0
H 2.48858 3.12715 -1.74816 -0.1 -0.1 0.3
H 1.55194 1.56993 -1.99446 -0.3 -0.1 -0.6
F 1.54568 -6.87345 -0.05406 -0.1 -0.6 0.1
C 1.78020 -5.59110 -0.26945 -0.1 -0.2 0.2
C 1.63076 -4.67833 0.74247 0.0 -0.1 0.0
F 1.24595 -5.08743 1.94749 -0.1 0.0 0.3
C 1.87449 -3.34720 0.49966 -0.1 -0.3 -0.1
F 1.66619 -2.54503 1.53206 0.0 0.9 0.6
C 2.27446 -2.86530 -0.72891 0.0 0.4 -0.2
Se 2.70746 -1.04406 -1.14472 -0.3 0.1 0.0
C 2.42031 -3.82113 -1.71880 0.0 0.0 -0.4
F 2.79945 -3.47214 -2.95081 0.0 0.1 -0.1
C 2.17690 -5.16110 -1.50532 0.2 0.1 -0.4
F 2.32279 -6.04156 -2.49205 0.0 -0.1 -0.2
```
Forces are in eV/Å.

Computed properties:
Relative energy (zero: lowest compared OMol25 entry of this formula, charge and spin): 42.9 kcal per mole
Spin multiplicity: 2
Highest occupied orbital energy (alpha / beta): -0.2522 / -0.2500 Ha
LUMO (alpha / beta): -1.98 / -1.79 eV
⟨S²⟩: 0.764
Kohn-Sham gap (alpha / beta): 4.883 / 5.010 eV
Calculated total energy: -4814.0610 Eh

---

(2)
ORCA calculation (the ωB97M-V functional and the def2-TZVPD basis) on a 2-piece molecular cluster, C4H7N2OS overall in a non-equilibrium geometry.

Geometry as XYZ:
```
15
Properties=species:S:1:pos:R:3:forces:R:3
C -0.63707 -0.02509 -1.02525 0.9 -1.0 0.8
C 1.74326 0.11782 2.64671 -3.0 1.9 -0.1
C 1.69945 -0.06036 -0.62112 -0.8 -1.0 -0.4
C -2.04448 -0.57595 -1.01402 2.6 3.8 -2.4
N -0.34662 1.24119 -1.00304 0.8 -1.0 0.3
N 0.52625 -0.75570 -0.87841 0.0 -2.5 -0.1
O 0.87309 0.46054 1.84581 0.7 -0.7 1.7
S 1.29792 1.51940 -0.65016 0.5 0.7 -0.8
H 2.57893 -0.37138 2.24446 1.7 -1.0 -0.1
H 1.61779 0.39758 3.73382 0.4 -0.5 -0.9
H -2.62450 0.18907 -0.55799 -1.0 0.1 0.3
H -1.97779 -1.45570 -0.57165 -0.4 -3.9 2.4
H -2.21975 -0.72706 -2.05262 -1.0 -0.1 -0.9
H -1.01939 1.92520 -1.16133 -1.3 1.6 -0.1
H 0.53291 -1.87955 -0.93522 -0.1 3.6 0.3
```
Forces are in eV/Å.

Computed properties:
Relative energy (zero: lowest compared OMol25 entry of this formula, charge and spin): 64.2 kcal per mole
Highest occupied orbital energy: -0.5016 Ha
LUMO: -4.05 eV
Net charge: +1
Kohn-Sham gap: 9.595 eV
Calculated total energy: -739.2016 Eh